[1]
Computed, not measured: a structure of composition C18H21GeN2O2Ru, with ωB97M-V/def2-TZVPD.

CARTESIAN COORDINATES (ANGSTROEM)
Ru: -0.4527 0.3373 -0.6820
O: -1.0537 1.8541 -1.5186
C: -0.6402 3.1274 -1.2650
C: -0.8229 4.0475 -2.2916
C: -0.4370 5.3601 -2.1013
C: 0.1225 5.7771 -0.8899
C: 0.2918 4.8665 0.1282
C: -0.0705 3.5181 -0.0440
C: 0.0959 2.6091 1.0577
N: -0.0201 1.3313 0.9320
N: -0.0369 0.5840 2.0993
C: -0.5937 -0.5521 1.8757
O: -1.0509 -0.8471 0.6375
C: -0.7662 -1.5735 2.9024
C: -1.4966 -2.7284 2.6244
C: -1.6543 -3.6891 3.6093
C: -1.0876 -3.5004 4.8612
C: -0.3582 -2.3494 5.1384
C: -0.1956 -1.3845 4.1629
H: -1.2732 3.7226 -3.2188
H: -0.5832 6.0703 -2.9036
H: 0.4124 6.8077 -0.7467
H: 0.7081 5.1795 1.0769
H: 0.2912 2.9893 2.0542
H: -1.9406 -2.8687 1.6492
H: -2.2226 -4.5847 3.3994
H: -1.2149 -4.2529 5.6276
H: 0.0817 -2.2076 6.1155
H: 0.3695 -0.4852 4.3636
C: 0.0747 -0.6124 -3.6763
Ge: 0.9880 -1.7139 -2.3256
C: -0.2612 -2.9898 -1.5409
C: 2.5805 -2.6123 -2.9530
C: 1.4374 -0.2070 -1.0690
H: -0.6174 -1.1861 -4.2903
H: 0.8284 -0.1650 -4.3272
H: -0.4760 0.2349 -3.2411
H: -0.3620 -3.8264 -2.2326
H: -1.2550 -2.5684 -1.3774
H: 0.1096 -3.3708 -0.5893
H: 2.2905 -3.3965 -3.6513
H: 3.0947 -3.0726 -2.1104
H: 3.2619 -1.9268 -3.4522
H: 1.9287 0.5489 -1.6933
H: 1.9754 -0.2942 -0.1245

Computed properties:
- Max |F|: 0.0082 hartree/bohr
- Spin multiplicity: 1
- Net charge: +1

Okay, here come the Löwdin numbers, in e, for every atom: Ru 1.382; O -0.221; C -0.276; C 0.006; C -0.035; C -0.053; C -0.015; C -0.142; C 0.001; N -0.128; N 0.123; C -0.365; O -0.201; C -0.161; C -0.016; C -0.059; C -0.057; C -0.058; C -0.016; H 0.128; H 0.119; H 0.115; H 0.123; H 0.152; H 0.113; H 0.112; H 0.112; H 0.112; H 0.114; C -0.209; Ge 0.754; C -0.229; C -0.203; C -0.309; H 0.035; H 0.037; H -0.011; H 0.031; H 0.013; H 0.028; H 0.033; H 0.031; H 0.029; H 0.039; H 0.021

***

[2]
Computed, not measured: a structure of composition C18H21IN9O3SSc, with ωB97M-V/def2-TZVPD.

CARTESIAN COORDINATES (ANGSTROEM)
Sc: 0.6384 0.9757 -0.1038
C: 4.9414 3.0927 -1.0695
N: 3.9421 3.8936 -0.3542
C: 4.3274 5.2338 0.1083
C: 2.7374 3.3832 -0.1315
N: 2.3992 2.1371 -0.4022
N: 1.8059 4.2521 0.4140
C: 0.5496 3.9778 0.8985
N: -0.1049 5.0301 1.3891
N: 0.0423 2.7713 0.8718
H: 5.7621 3.7410 -1.3558
H: 4.5150 2.6762 -1.9823
H: 5.3371 2.2962 -0.4363
H: 5.4063 5.3207 0.0434
H: 4.0573 5.3784 1.1545
H: 3.8910 6.0152 -0.5182
H: 3.2113 1.6106 -0.7082
H: 2.0851 5.2195 0.4476
H: 0.2919 5.9548 1.4249
H: -1.0365 4.9275 1.7581
H: -0.8944 2.7562 1.2643
I: -0.5245 0.6878 -2.7728
C: -1.9695 0.2301 -1.2907
C: -3.2568 -0.0717 -1.6176
C: -4.1114 -0.3901 -0.5545
C: -3.6190 -0.3607 0.7515
C: -2.3039 -0.0333 0.9609
N: -1.4575 0.2774 -0.0523
H: -3.5974 -0.1159 -2.6413
H: -5.1515 -0.5966 -0.7471
H: -4.2568 -0.6373 1.5759
H: -1.8811 -0.0137 1.9584
O: -4.2577 -2.6964 -1.2957
S: -4.5636 -3.6219 -0.1886
O: -4.6067 -2.9296 1.0901
O: -5.5910 -4.5752 -0.4537
C: -3.0049 -4.5504 -0.1147
N: -2.9712 -5.8393 -0.4167
C: -1.7759 -6.4169 -0.4578
C: -0.5925 -5.7197 -0.2293
C: -0.7591 -4.3926 0.1077
N: -1.9475 -3.8035 0.1885
C: 0.2820 -3.3599 0.3419
C: 1.1554 -2.9547 -0.6627
C: 1.7224 -1.7043 -0.5732
N: 1.5318 -0.8938 0.4932
C: 0.8406 -1.3833 1.5488
C: 0.1951 -2.5934 1.5074
H: -1.7601 -7.4763 -0.6862
H: 0.3767 -6.1937 -0.2927
H: 1.2883 -3.5520 -1.5550
H: 2.3276 -1.3090 -1.3821
H: 0.7681 -0.7404 2.4216
H: -0.4335 -2.9135 2.3264

Computed properties:
- Max |F|: 0.0041 hartree/bohr
- ΔE to the lowest compared entry with this formula, charge and spin: 0.019 eV
- Spin multiplicity: 1
- Net charge: +2

Okay, here come the Löwdin numbers, in e, for every atom: Sc 0.925; C 0.004; N -0.111; C 0.003; C -0.375; N 0.036; N 0.184; C -0.432; N 0.225; N 0.038; H 0.105; H 0.106; H 0.113; H 0.106; H 0.107; H 0.112; H 0.066; H 0.138; H 0.140; H 0.143; H 0.093; I 1.140; C -0.697; C -0.071; C -0.004; C -0.012; C -0.095; N -0.141; H 0.129; H 0.139; H 0.124; H 0.123; O -0.353; S 0.461; O -0.341; O -0.277; C -0.329; N 0.155; C -0.070; C 0.027; C -0.246; N 0.168; C -0.092; C 0.050; C -0.128; N -0.093; C -0.122; C 0.041; H 0.126; H 0.120; H 0.144; H 0.120; H 0.130; H 0.147

***

[3]
Computed, not measured: the molecule C18H21N3O3S, with ωB97M-V/def2-TZVPD.

CARTESIAN COORDINATES (ANGSTROEM)
O: -1.6970 -1.6825 -1.4497
C: -0.9731 -2.0581 -0.5380
C: -1.6335 -2.4952 0.7755
N: -2.8671 -1.7487 0.9241
S: -2.4983 -0.1265 1.2871
O: -2.6779 0.0490 2.6964
O: -1.1883 0.1875 0.7715
C: -3.7482 0.7805 0.3917
C: -3.6810 0.8152 -0.9881
C: -4.6508 1.5162 -1.6867
C: -5.6642 2.1672 -0.9995
C: -5.7178 2.1220 0.3852
C: -4.7513 1.4228 1.0900
N: 0.3600 -2.1574 -0.6712
C: 1.3064 -2.4286 0.3872
C: 1.8696 -1.0976 0.8974
N: 2.5182 -0.4150 -0.2062
C: 3.5524 0.4765 0.0656
C: 4.6257 0.0588 0.8598
C: 5.6978 0.8928 1.1012
C: 5.7398 2.1633 0.5506
C: 4.6880 2.5865 -0.2416
C: 3.6053 1.7604 -0.4806
C: 1.5705 -0.1299 -1.2633
C: 0.9954 -1.4573 -1.7719
H: -1.0270 -2.2672 1.6490
H: -1.8641 -3.5641 0.7453
H: -3.3618 -1.7669 0.0369
H: -2.8832 0.2927 -1.4941
H: -4.6160 1.5539 -2.7648
H: -6.4176 2.7136 -1.5472
H: -6.5092 2.6308 0.9141
H: -4.7516 1.3640 2.1666
H: 0.8467 -2.9975 1.1923
H: 2.1174 -3.0260 -0.0438
H: 2.5799 -1.2700 1.7042
H: 1.0321 -0.4922 1.2788
H: 4.6275 -0.9371 1.2775
H: 6.5141 0.5440 1.7174
H: 6.5811 2.8132 0.7376
H: 4.7015 3.5773 -0.6727
H: 2.7885 2.1313 -1.0796
H: 2.0824 0.3689 -2.0866
H: 0.7377 0.4937 -0.9039
H: 0.2450 -1.2781 -2.5418
H: 1.7956 -2.0864 -2.1718

Computed properties:
- Max |F|: 0.0169 hartree/bohr
- ΔE to the lowest compared entry with this formula, charge and spin: 2.625 eV
- Spin multiplicity: 1
- SMILES: O=C(CNS(=O)(=O)c1ccccc1)N1CCN(c2ccccc2)CC1

Okay, here come the Löwdin numbers, in e, for every atom: O 0.027; C -0.462; C -0.148; N -0.108; S 0.691; O -0.285; O -0.294; C -0.274; C -0.053; C -0.061; C -0.072; C -0.066; C -0.051; N -0.045; C -0.113; C -0.125; N -0.100; C -0.229; C -0.033; C -0.094; C -0.109; C -0.093; C -0.030; C -0.139; C -0.104; H 0.110; H 0.139; H 0.094; H 0.101; H 0.108; H 0.106; H 0.107; H 0.112; H 0.118; H 0.133; H 0.116; H 0.120; H 0.104; H 0.101; H 0.096; H 0.102; H 0.100; H 0.124; H 0.128; H 0.123; H 0.131

***

[4]
Computed, not measured: a cluster of 2 separate species, C18H21N4O5S in total, with ωB97M-V/def2-TZVPD.

CARTESIAN COORDINATES (ANGSTROEM)
C: 3.6802 -0.1904 -1.2664
C: 2.7885 0.3995 -0.4382
N: 1.6874 -0.4176 -0.4036
C: 0.5002 -0.1950 0.4241
C: -0.5899 0.6187 -0.2788
C: -0.5831 2.0928 0.1260
C: -1.7711 2.9190 -0.3884
C: -2.2567 2.6066 -1.8121
C: -3.2649 1.4535 -1.9088
C: -4.2391 1.6358 -3.0622
S: -5.0643 0.0808 -3.5790
C: -5.3744 -0.6709 -2.0456
N: -4.5876 -1.3827 -1.3185
N: -5.3126 -1.7702 -0.2046
C: -6.4804 -1.2669 -0.3519
O: -6.6152 -0.5592 -1.4858
C: 1.8836 -1.4531 -1.1976
N: 3.0960 -1.3370 -1.7328
H: 4.6800 0.1232 -1.5040
H: 2.8853 1.2986 0.1435
H: 0.1105 -1.1770 0.6844
H: 0.8526 0.2874 1.3406
H: -1.5544 0.1911 0.0105
H: -0.5345 0.5005 -1.3649
H: -0.6157 2.1064 1.2179
H: 0.3528 2.5681 -0.1790
H: -2.6185 2.8418 0.2965
H: -1.4578 3.9654 -0.3844
H: -2.7479 3.5136 -2.1823
H: -1.4064 2.4345 -2.4781
H: -3.7745 1.3223 -0.9538
H: -2.7193 0.5227 -2.0778
H: -3.7101 1.9595 -3.9569
H: -5.0207 2.3405 -2.7827
H: -7.3221 -1.3607 0.3136
H: 1.1974 -2.2639 -1.3670
H: 3.5304 -2.0091 -2.3416
C: 5.1913 -1.8837 4.3588
C: 4.2457 -0.8425 4.3412
C: 3.3194 -0.7981 3.0964
O: 2.4022 0.0539 3.0082
C: 3.5617 -1.7296 2.0747
C: 4.5156 -2.7572 2.0650
C: 5.3782 -2.8722 3.3560
O: 6.1931 -3.8004 3.4511
O: 4.6982 -3.5397 1.1144
O: 4.0882 0.0281 5.2140
H: 5.8564 -1.9664 5.2131
H: 2.9265 -1.6207 1.1970

Computed properties:
- Max |F|: 0.0175 hartree/bohr
- ΔE to the lowest compared entry with this formula, charge and spin: 0.000 eV
- Spin multiplicity: 1
- Net charge: -1

Okay, here come the Löwdin numbers, in e, for every atom: C -0.030; C -0.008; N -0.049; C -0.099; C -0.177; C -0.193; C -0.201; C -0.212; C -0.288; C -0.455; S 0.966; C -0.716; N 0.062; N 0.062; C -0.195; O 0.031; C -0.048; N 0.126; H 0.131; H 0.146; H 0.138; H 0.111; H 0.116; H 0.107; H 0.121; H 0.112; H 0.111; H 0.105; H 0.106; H 0.117; H 0.110; H 0.088; H 0.077; H 0.080; H 0.132; H 0.167; H 0.173; C -0.034; C -0.430; C -0.389; O -0.078; C -0.047; C -0.412; C -0.417; O -0.045; O -0.063; O -0.056; H 0.088; H 0.059

***

Number 1: HOMO-LUMO gap 6.754 eV, LUMO level -5.0 eV, DFT total energy -3130.006853 a.u.. Number 2: HOMO-LUMO gap 5.495 eV, LUMO level -7.0 eV, DFT total energy -2873.217155 a.u.. Number 3: HOMO-LUMO gap 8.407 eV, LUMO level 0.6 eV, DFT total energy -1486.683600 a.u.. Number 4: HOMO-LUMO gap 3.655 eV, LUMO level 1.4 eV, DFT total energy -1691.848282 a.u..